Entry from OMol25: a 12-piece molecular cluster, C46H122N6O18 overall in a non-equilibrium geometry (ωB97M-V/def2-TZVPD).

Results
HOMO level	-0.3099	Eh
energy relative to the best compared isomer or geometry (same formula, charge and spin)	112.0	kcal/mol
orbital gap	8.77	eV
structure (SMILES)	COCCNCCOC.COCCNCCOC.COCCNCCOC.COCCNCCOC.COCCNCCOC.COCCNCCOC.CC(C)O.CC(C)O.CO.CO.CO.CO

Last column: Löwdin charge in e.
Element x y z (Å)
1 C 7.12822 0.47478 -27.37004  -0.104
2 O 7.55026 1.15536 -28.54670  -0.189
3 C 8.19675 2.39892 -28.26507  -0.176
4 C 9.62893 1.99104 -27.83853  -0.209
5 N 10.59875 3.07075 -28.00747  -0.058
6 C 11.17494 3.23360 -29.34698  -0.206
7 C 11.98667 2.03498 -29.91374  -0.203
8 O 11.20476 0.88353 -30.29380  -0.210
9 C 10.37116 1.03048 -31.48498  -0.070
10 H 6.70366 -0.49772 -27.61921  0.070
11 H 6.38335 1.06105 -26.83194  0.079
12 H 7.96600 0.11373 -26.77349  0.088
13 H 7.77553 2.96243 -27.43253  0.087
14 H 8.21505 2.94166 -29.21016  0.111
15 H 9.94188 0.97120 -28.06236  0.119
16 H 9.56146 1.95755 -26.75114  0.107
17 H 11.25595 3.03474 -27.24139  0.101
18 H 11.93119 4.01820 -29.37163  0.110
19 H 10.40127 3.50607 -30.06482  0.088
20 H 12.73558 1.74658 -29.17615  0.117
21 H 12.58161 2.41616 -30.74370  0.107
22 H 9.99815 0.05241 -31.78885  0.089
23 H 10.93288 1.46656 -32.31105  0.078
24 H 9.58081 1.75427 -31.28605  0.070
25 C 2.08538 4.89578 -25.54517  -0.084
26 O 2.85745 4.88021 -26.78583  -0.182
27 C 3.63766 6.03823 -26.93104  -0.265
28 C 4.33661 6.00929 -28.28996  -0.172
29 N 4.96891 7.31418 -28.64179  -0.048
30 C 6.20682 7.58208 -27.92460  -0.195
31 C 7.38530 6.74036 -28.45104  -0.214
32 O 7.99614 7.26189 -29.64363  -0.210
33 C 9.28623 6.77640 -30.01648  -0.086
34 H 1.46929 5.79429 -25.51045  0.086
35 H 2.71043 4.87645 -24.65241  0.076
36 H 1.44924 4.02315 -25.39707  0.076
37 H 4.27247 6.08912 -26.04644  0.090
38 H 3.07152 6.96912 -26.89901  0.121
39 H 3.58599 5.68886 -29.01245  0.125
40 H 5.09765 5.23032 -28.24393  0.093
41 H 5.25652 7.25991 -29.60845  0.099
42 H 6.10209 7.47494 -26.84494  0.105
43 H 6.52291 8.62511 -27.94124  0.115
44 H 7.17404 5.68119 -28.59814  0.095
45 H 8.19009 6.65294 -27.72113  0.100
46 H 9.52753 7.13054 -31.01871  0.091
47 H 9.25953 5.68715 -29.98594  0.065
48 H 9.98770 7.09652 -29.24604  0.083
49 C 1.52402 -1.05926 -22.87672  -0.104
50 O 0.56647 -1.42758 -21.90179  -0.204
51 C -0.76425 -1.01825 -22.29650  -0.188
52 C -1.66332 -1.32732 -21.12169  -0.235
53 N -3.01380 -0.92297 -21.35637  -0.070
54 C -3.98752 -1.13038 -20.23799  -0.163
55 C -4.19745 -2.63343 -19.90455  -0.244
56 O -5.30785 -2.99300 -20.70585  -0.175
57 C -5.66818 -4.36067 -20.25660  -0.075
58 H 2.50791 -1.13555 -22.41385  0.056
59 H 1.47368 0.02047 -23.01723  0.081
60 H 1.48073 -1.59740 -23.82362  0.101
61 H -1.13393 -1.40969 -23.24424  0.130
62 H -0.82203 0.05383 -22.48463  0.108
63 H -1.27440 -0.86808 -20.21288  0.095
64 H -1.79229 -2.39372 -20.93661  0.111
65 H -3.10229 0.06247 -21.55928  0.103
66 H -4.86058 -0.47854 -20.26898  0.123
67 H -3.58781 -0.62828 -19.35695  0.086
68 H -4.51308 -2.53947 -18.86549  0.109
69 H -3.32713 -3.28727 -19.84843  0.111
70 H -6.59992 -4.56443 -20.78429  0.079
71 H -5.90393 -4.50632 -19.20241  0.086
72 H -4.93377 -5.02462 -20.71258  0.086
73 C 4.70519 -2.83793 -23.70352  -0.113
74 O 4.26195 -3.08701 -25.02271  -0.201
75 C 4.55948 -2.01289 -25.95583  -0.184
76 C 3.99540 -2.39963 -27.35440  -0.220
77 N 4.95313 -3.27529 -27.97640  -0.061
78 C 4.62716 -3.59684 -29.40526  -0.178
79 C 5.23668 -4.93754 -29.81864  -0.192
80 O 4.67797 -6.08520 -29.07991  -0.220
81 C 5.02372 -7.36723 -29.59554  -0.112
82 H 4.42774 -3.58318 -22.95804  0.086
83 H 4.41339 -1.84966 -23.34817  0.054
84 H 5.78909 -2.77907 -23.80246  0.087
85 H 5.64008 -1.87003 -25.95417  0.108
86 H 4.06457 -1.08573 -25.66681  0.107
87 H 3.95466 -1.52547 -28.00423  0.112
88 H 2.93807 -2.66391 -27.37159  0.116
89 H 5.07699 -4.08094 -27.38000  0.106
90 H 5.05815 -2.86859 -30.09228  0.116
91 H 3.54372 -3.65521 -29.50943  0.111
92 H 6.29397 -4.80964 -29.58650  0.115
93 H 5.16498 -5.25368 -30.85932  0.115
94 H 6.04901 -7.26462 -29.95099  0.079
95 H 4.37993 -7.68897 -30.41414  0.082
96 H 4.98807 -8.06401 -28.75809  0.086
97 C 1.67969 0.85238 -20.07996  -0.068
98 O 2.70743 1.17210 -21.04030  -0.238
99 C 3.88327 1.64761 -20.43646  -0.216
100 C 4.96811 2.05937 -21.40093  -0.205
101 N 5.16197 0.97023 -22.33368  -0.007
102 C 5.24906 1.59190 -23.67212  -0.195
103 C 6.46884 2.46306 -23.88598  -0.235
104 O 6.58714 2.86723 -25.23884  -0.202
105 C 6.54643 4.30997 -25.51660  -0.038
106 H 1.72748 -0.07103 -19.50279  0.079
107 H 0.69502 0.78531 -20.54258  0.081
108 H 1.56227 1.62513 -19.32025  0.098
109 H 4.21133 0.84467 -19.77634  0.126
110 H 3.54733 2.49287 -19.83581  0.123
111 H 5.76297 2.14978 -20.66057  0.113
112 H 4.62639 2.97659 -21.88054  0.123
113 H 4.33864 0.38817 -22.27516  0.075
114 H 4.41837 2.21822 -23.99736  0.122
115 H 5.36606 0.79632 -24.40796  0.103
116 H 7.33577 1.85765 -23.62139  0.128
117 H 6.54909 3.33257 -23.23359  0.090
118 H 6.76388 4.59166 -26.54687  0.060
119 H 7.27509 4.85494 -24.91647  0.073
120 H 5.58642 4.72895 -25.21506  0.073
121 C 7.12283 -5.19088 -20.43371  -0.073
122 O 6.73772 -5.08670 -19.00034  -0.208
123 C 5.40118 -4.53468 -18.82040  -0.172
124 C 5.00742 -2.98461 -19.18240  -0.179
125 N 3.70598 -2.50712 -18.74855  -0.062
126 C 2.61313 -2.93599 -19.60800  -0.210
127 C 1.24104 -2.92329 -18.90450  -0.177
128 O 1.13269 -4.10909 -18.04953  -0.186
129 C -0.02554 -4.90727 -18.42960  -0.104
130 H 6.50253 -5.87311 -21.01500  0.079
131 H 8.13561 -5.58749 -20.36246  0.080
132 H 7.17540 -4.20442 -20.89440  0.074
133 H 5.34797 -4.60068 -17.73370  0.107
134 H 4.64436 -5.19570 -19.24275  0.103
135 H 5.02797 -3.01340 -20.27183  0.090
136 H 5.74289 -2.25818 -18.83673  0.099
137 H 3.46110 -2.68784 -17.78550  0.107
138 H 2.80509 -3.89775 -20.08369  0.117
139 H 2.57136 -2.19422 -20.40558  0.086
140 H 0.41650 -2.58721 -19.53322  0.101
141 H 1.41696 -2.20662 -18.10229  0.096
142 H -0.87755 -4.43192 -17.94355  0.071
143 H 0.03766 -5.90136 -17.98701  0.078
144 H -0.32166 -5.12833 -19.45505  0.083
145 C -0.79380 -0.43632 -17.16664  -0.059
146 C -1.76399 0.07663 -16.15930  -0.533
147 C -1.38129 -0.54365 -14.76514  -0.040
148 O -1.86167 1.45229 -16.12916  -0.037
149 H -1.21711 -0.13242 -18.12401  0.059
150 H -1.04224 -1.49748 -17.14915  0.082
151 H 0.26183 -0.20887 -17.01827  0.094
152 H -2.83771 -0.02508 -16.31704  0.131
153 H -2.04538 -0.07449 -14.03921  0.070
154 H -0.34392 -0.29267 -14.54385  0.078
155 H -1.56086 -1.61492 -14.67439  0.074
156 H -2.78312 1.63597 -16.32612  0.089
157 C 8.61200 4.10190 -21.38195  -0.042
158 C 8.47615 5.54767 -20.89049  -0.446
159 C 7.14013 6.12727 -21.31887  -0.067
160 O 8.31299 5.64546 -19.44159  -0.064
161 H 9.54942 3.75917 -20.94390  0.082
162 H 8.62515 4.07353 -22.47150  0.072
163 H 7.80375 3.49775 -20.96984  0.068
164 H 9.25385 6.17925 -21.31990  0.132
165 H 7.03768 6.22435 -22.39969  0.065
166 H 6.99969 7.13697 -20.93301  0.084
167 H 6.32626 5.47353 -21.00526  0.073
168 H 9.17770 5.72272 -19.03182  0.090
169 C 5.80061 -0.09425 -16.74468  -0.185
170 O 6.97963 0.38334 -17.32161  -0.118
171 H 5.89164 -1.17874 -16.68400  0.070
172 H 5.65696 0.29642 -15.73729  0.075
173 H 4.93219 0.17113 -17.34761  0.063
174 H 6.84217 1.29840 -17.57729  0.026
175 C 5.64218 4.08434 -17.73670  -0.166
176 O 6.76966 3.29054 -17.76732  -0.122
177 H 4.83792 3.59700 -17.18555  0.087
178 H 5.80433 5.03567 -17.22995  0.084
179 H 5.38789 4.27029 -18.78019  0.069
180 H 7.47522 3.84961 -18.10084  0.065
181 C 9.27200 7.82684 -24.52167  -0.170
182 O 8.54075 8.35720 -25.58354  -0.117
183 H 9.01766 6.82108 -24.18721  0.060
184 H 10.33841 7.79451 -24.74491  0.082
185 H 9.07243 8.51534 -23.70055  0.078
186 H 9.04394 8.97663 -26.11711  0.088
187 C 0.30101 3.57870 -22.65756  -0.167
188 O 1.54757 3.35227 -22.07945  -0.126
189 H -0.44872 3.82406 -21.90536  0.076
190 H 0.45141 4.49368 -23.23053  0.067
191 H 0.03704 2.70464 -23.25290  0.079
192 H 1.62782 2.44189 -21.78557  0.019